1.
10
Properties=species:S:1:pos:R:3:forces:R:3 method="wB97M-V/def2-TZVPD" total_charge=0 e_lumo_ev=-0.8 e_above_lowest_kj_mol=293.2 homo_energy_ev=-9.71 orbital_gap_ev=8.9
C 1.00679 -0.34885 -1.57075 -0.146 -0.154 -0.497
C 0.01530 -0.03671 0.39941 0.401 -0.532 -0.385
H -1.46483 -1.49856 0.96831 0.098 0.258 0.156
C -1.54433 0.67933 1.50717 -1.530 0.571 0.952
O 0.19873 -1.22242 -1.80382 0.455 0.403 -0.360
H 1.78397 1.11179 0.01493 0.212 -0.494 0.076
C -1.16464 -0.47810 0.74831 0.600 0.376 0.997
H 1.86106 -0.16557 -2.23439 0.035 0.111 -0.214
N -1.70356 1.53467 2.27349 -0.092 -0.399 -0.723
C 1.01151 0.42443 -0.30266 -0.032 -0.141 -0.002

2.
67
Properties=species:S:1:pos:R:3:forces:R:3 method="wB97M-V/def2-TZVPD" total_charge=+2 e_lumo_ev="-5.8 / -5.9" e_above_lowest_kj_mol=71.8 homo_energy_ev="-12.29 / -12.30" spin_multiplicity=2 orbital_gap_ev="6.5 / 6.4"
H 1.34799 -1.91336 2.25532 0.047 -0.004 0.010
C -0.11328 -2.79215 -0.14430 0.033 -0.125 0.024
H 0.23730 -1.50530 3.58050 -0.061 -0.043 0.006
H 1.24812 5.77334 2.04484 -0.011 -0.033 -0.009
O -0.56651 -1.30667 1.68206 0.124 -0.066 -0.126
C -3.00388 3.76666 0.68509 0.000 0.105 -0.583
H 1.08467 3.39366 -0.91659 0.035 -0.027 -0.003
H 1.22577 3.36399 1.59794 0.048 0.014 -0.009
H 0.46857 -4.13812 -1.32571 0.031 -0.054 -0.074
H 2.29117 -1.11797 4.72721 -0.034 -0.002 0.030
O 0.06487 -4.06179 -0.44684 -0.032 0.141 0.005
H -0.35469 5.98338 1.36022 -0.001 0.001 -0.018
S -2.92203 0.04319 0.15462 -0.459 -0.193 0.160
N 1.39843 1.49854 -2.38001 -0.098 -0.096 -0.047
Sb -1.20254 2.66552 1.10132 0.166 -0.810 1.030
H 0.25456 4.94870 -0.84983 0.001 -0.027 0.024
C -3.57518 -0.98318 -1.02368 -0.022 0.066 0.230
H 1.54154 -0.35274 -1.65752 0.053 -0.081 0.001
H 0.57454 1.68348 6.64275 0.002 0.012 -0.026
H 1.92878 4.81793 -0.31070 -0.043 0.011 -0.006
H -2.41367 5.83330 1.01150 0.011 0.016 -0.025
C -0.81384 -2.60336 1.18027 0.036 0.063 0.159
H -4.09613 5.48639 1.37106 0.013 -0.028 -0.006
C 2.07223 -0.26961 5.37927 0.076 -0.002 0.018
H -0.00253 0.03970 4.85573 -0.031 0.007 -0.081
H -4.05809 -3.46296 -3.36228 -0.004 -0.003 -0.023
Ru -0.67916 0.38671 -0.31894 0.031 1.006 -1.673
C 0.94191 0.58426 4.85321 0.011 -0.014 -0.093
H -0.15075 5.10622 2.87743 0.005 -0.008 -0.017
H 2.30053 1.72711 -2.77026 0.059 0.005 -0.003
C 0.54846 -1.23940 2.57427 -0.102 0.045 -0.017
C 0.28394 5.28088 1.89105 0.060 -0.119 0.108
H -4.22442 4.41899 -0.97741 0.043 0.013 0.012
O 1.23668 0.97358 3.45468 0.050 -0.096 0.017
H -6.23884 -1.98123 -2.51079 -0.022 0.003 0.000
H -0.51452 -3.38183 1.88223 -0.016 -0.035 0.002
C 0.77216 1.88761 5.58992 0.028 0.077 0.076
H 1.21830 3.02499 -4.38283 0.001 -0.001 -0.003
C 0.96369 4.30028 -0.32819 0.142 0.164 0.126
C -4.18192 -2.43226 -3.04342 -0.043 0.019 0.022
C 0.26245 1.92799 -2.92519 0.323 0.206 -0.410
H -0.06152 2.46116 5.18695 0.001 -0.012 -0.008
H 1.80335 -0.66289 6.35972 0.020 0.022 0.004
H -3.22276 3.02324 -1.36268 -0.040 -0.022 0.002
H 1.95330 0.84214 -0.57446 0.099 0.067 -0.036
C -3.24333 3.96150 -0.81304 -0.223 0.153 0.133
H -0.50592 3.09562 -4.38469 -0.002 0.042 -0.007
H -4.32418 -1.79693 -3.91400 -0.009 0.005 -0.014
S -1.25112 1.45464 -2.31406 -0.198 -0.240 0.518
H -3.74841 3.07511 1.08602 -0.065 0.032 -0.032
H -2.49690 4.63045 -1.24954 0.010 -0.036 0.010
N 0.34278 2.75710 -3.96241 -0.153 -0.155 0.074
H -1.88649 -2.69823 1.00218 -0.039 -0.002 -0.004
H 2.98202 0.32231 5.48356 -0.011 -0.015 -0.020
C -5.31124 -2.27846 -2.02774 0.064 0.077 0.077
C -3.08006 5.08957 1.44230 -0.069 -0.091 0.060
S -2.66782 -1.88533 -2.18732 0.023 -0.042 -0.089
H 1.68224 2.48461 5.51909 -0.022 -0.022 0.015
H -5.50747 -0.79582 -0.44982 -0.007 0.014 -0.011
C 1.08824 0.17595 2.43663 -0.049 0.025 0.153
H -5.48506 -3.20109 -1.47391 0.021 -0.032 0.040
H -2.84561 4.99108 2.50362 0.017 -0.011 -0.011
O 1.34470 0.56050 1.30880 0.223 0.108 0.283
C 0.49063 3.99448 1.09355 0.002 0.278 -0.587
O 0.21992 -1.86177 -0.85348 -0.043 -0.275 0.096
N 1.32425 0.58300 -1.32944 0.126 0.073 0.697
N -4.87028 -1.22593 -1.10554 -0.125 -0.048 -0.152

3.
102
Properties=species:S:1:pos:R:3:forces:R:3 method="wB97M-V/def2-TZVPD" total_charge=+1 e_lumo_ev=-2.9 homo_energy_ev=-11.33 orbital_gap_ev=8.4
C -0.08547 -2.53536 -1.89167 -0.031 -0.690 0.002
H 1.43415 5.58455 -7.62026 -0.026 -0.049 0.046
Br 0.73802 -6.82974 0.71369 -0.032 0.062 0.083
C -1.61835 0.45352 -0.33528 3.296 2.216 -1.381
C -5.77710 1.15885 -2.45969 -0.129 0.056 0.253
C -2.81970 -0.33969 4.91001 -0.381 -0.160 0.151
C 0.49889 -1.00501 -8.11839 0.254 -0.065 0.136
H 0.95557 -3.00449 0.02037 -0.168 0.034 -0.480
Br -0.01151 -5.23548 5.29200 0.164 0.090 -0.102
C -0.05419 -2.85270 -0.37743 -0.567 -0.166 0.263
H -5.44669 -0.99010 -2.45950 -0.023 0.061 0.046
H -1.59391 -2.88642 11.11550 0.020 -0.018 -0.034
H -2.64324 0.14539 -0.22484 0.251 0.009 0.119
C 0.26342 -2.53068 4.37674 0.148 0.159 0.092
H 2.09043 1.56266 -0.82068 -0.391 0.363 -0.040
C -1.24322 1.75553 -0.84279 -2.006 -2.496 0.830
H -0.54921 -3.82822 -0.25421 0.159 0.283 0.107
Br 1.69326 -2.80354 3.07093 0.043 -0.029 -0.012
H 0.15020 0.77135 -9.26819 0.003 -0.059 0.005
H -2.92083 1.49986 3.80189 0.043 -0.033 0.042
C 0.46192 -3.37461 5.60770 -0.216 -0.276 0.063
Br -1.37556 4.86360 -1.43667 -0.248 0.741 -0.102
H -1.93962 -5.15971 10.32383 0.002 0.071 0.043
Br -3.31281 -2.20004 4.65025 0.016 -0.095 0.096
H -3.07347 6.39303 -0.49700 0.023 -0.049 -0.004
H -0.20374 -3.04449 6.40542 -0.023 0.095 -0.080
Br -1.39109 -1.59652 9.01940 -0.075 0.013 -0.037
H -3.14817 -2.85596 10.26131 0.015 -0.045 -0.061
H -1.90539 -2.07324 0.41559 0.200 0.521 -0.050
Br -3.97719 1.46372 -1.76799 -1.306 0.070 -0.774
C 4.25245 3.52470 -3.03803 0.240 0.025 0.246
C 2.33120 -6.65287 1.82020 0.050 0.024 -0.235
H 1.58024 -1.31185 0.88244 0.513 -0.126 -0.066
C 2.79235 -7.98527 2.35286 -0.008 0.041 0.272
C 0.80236 0.02161 -0.16542 -0.356 -0.314 0.198
C -1.75538 -4.38147 9.58584 -0.236 -0.192 -0.068
Br -1.51629 0.92730 -7.45443 0.078 0.059 0.090
H 2.08940 -5.94256 2.60644 -0.010 -0.080 0.036
H 4.33675 5.44185 -2.01447 -0.015 -0.054 0.017
H 2.31784 4.63055 -5.36948 -0.012 0.053 -0.061
C 5.72969 1.73614 2.74005 0.178 -0.269 0.028
H 6.60786 1.83192 3.37569 -0.059 0.025 0.040
H 5.15616 3.59039 -3.64083 -0.045 0.043 -0.025
H -0.76809 -1.72753 -2.17683 0.243 -0.048 0.226
H -2.01682 2.47898 -1.13093 1.141 -0.235 0.249
H -3.48125 0.03529 5.68898 -0.009 0.018 -0.051
H -6.43539 1.25830 -1.59833 0.023 -0.037 -0.006
H 3.53531 2.88648 -3.54063 -0.033 0.081 -0.029
Br 5.92632 0.01410 1.85522 -0.061 0.085 -0.086
C -2.08165 -3.02636 10.15272 0.232 0.095 0.087
O 1.86998 -0.74202 0.14723 -0.752 0.215 0.592
H 3.08595 -6.22310 1.16368 0.019 -0.050 0.020
H 3.79272 -7.89875 2.77275 -0.012 0.055 -0.039
N 0.04236 2.06068 -0.97837 -0.091 0.737 -0.297
H -0.67137 -2.73863 3.86730 0.026 -0.072 0.043
Br 3.01542 2.38951 -6.21030 0.009 0.038 -0.024
Br -2.91138 -4.81664 8.08461 0.069 0.044 -0.053
Br 1.91394 4.87469 -2.01649 0.166 0.127 -0.020
C 2.17162 4.78919 -7.53151 0.129 0.326 0.029
C 0.21447 0.46914 -8.22427 -0.242 0.046 -0.197
Br 1.67079 -8.58467 3.82407 -0.017 -0.073 -0.062
H 4.48591 2.65354 4.22761 0.029 0.002 -0.039
C 1.99839 4.05267 -6.23145 -0.203 -0.324 -0.060
H 1.34958 -1.27238 -8.74249 -0.021 0.059 -0.016
H -0.43392 -3.43080 -2.41883 0.236 0.283 0.004
H 0.96034 3.75126 -6.09691 0.006 0.031 -0.029
H 5.76234 2.49651 1.96515 -0.070 0.014 0.045
H -4.27714 4.36846 -1.59645 0.050 0.040 0.045
Br -5.05444 -0.29315 -4.81539 0.076 -0.030 0.095
C -5.90107 -0.21271 -3.06671 -0.015 -0.012 -0.364
H 1.48688 -3.36609 5.96745 -0.007 0.058 -0.047
Br 1.01548 -1.50053 -6.30860 -0.084 -0.014 0.034
Br 4.78058 2.58539 -1.41738 -0.117 -0.078 0.067
H 2.78317 -8.77315 1.60590 -0.035 0.075 -0.040
H 0.31135 -1.47169 4.62644 0.041 -0.026 -0.007
H -5.98421 1.95971 -3.16384 0.053 -0.064 -0.052
H -2.61959 6.90776 -2.13192 0.001 -0.075 -0.053
C 3.72874 4.90458 -2.73579 -0.012 -0.105 -0.186
C -0.53396 -0.37455 -0.00391 -1.027 -1.959 0.113
Br -1.52151 -0.01806 2.40960 -1.310 1.231 2.490
H 3.65214 5.49091 -3.65012 0.015 -0.019 0.007
Br 2.89454 2.02571 2.45002 -0.089 -0.081 0.008
C -2.98718 0.42704 3.62736 0.485 0.340 0.207
C 4.47358 1.78875 3.56698 -0.078 0.246 0.008
C -4.13678 5.35012 -2.03949 -0.116 0.114 -0.285
H 0.95497 1.07902 -7.71648 0.023 -0.096 0.022
C -0.83771 -1.82922 0.50960 0.733 -0.221 -1.965
H -1.79705 -0.32788 5.27525 -0.019 0.061 -0.021
C -2.91604 6.06072 -1.52120 -0.105 0.008 0.232
H 2.10826 4.14078 -8.40022 -0.007 -0.042 0.065
Br -4.05447 5.09116 -3.96437 0.026 -0.131 0.075
Cl 1.53170 -2.15195 -2.58104 -0.293 0.028 0.002
H -3.91440 0.20844 3.10627 0.053 -0.120 0.024
H -0.73203 -4.46000 9.23029 -0.008 0.062 0.039
C 1.05187 1.26472 -0.66669 1.219 -0.310 -0.084
H 0.31027 2.96938 -1.35063 -0.126 -0.029 -0.053
H -0.35128 -1.62550 -8.38489 -0.024 0.083 -0.010
Br 3.89915 5.68097 -7.61110 -0.009 -0.078 -0.015
H -5.02582 5.95459 -1.86912 0.069 0.049 0.058
H -6.94690 -0.45672 -3.24170 -0.005 0.066 0.066
H 4.31237 0.88997 4.15430 0.047 -0.023 -0.069
H -0.61909 -1.97299 1.56469 0.449 -0.212 -0.382

4.
11
Properties=species:S:1:pos:R:3:forces:R:3 method="wB97M-V/def2-TZVPD" total_charge=0 e_lumo_ev=-1.2 e_above_lowest_kj_mol=979.2 homo_energy_ev=-9.68 orbital_gap_ev=8.5
N -0.60502 3.04108 -1.17082 -7.376 -1.876 6.232
H -0.22079 -3.11241 -0.60386 1.593 1.998 1.824
C 0.06472 -0.00982 0.38199 2.105 -5.552 -2.091
N 1.32109 -0.69877 0.64260 1.479 -0.950 -0.447
H -2.16781 2.38190 1.15091 2.659 -0.860 -3.342
O -0.82105 -1.24725 -0.02977 2.524 0.904 1.165
N 0.15247 -2.33373 0.08566 -3.198 -1.423 -2.422
N 1.40432 -1.98355 0.29252 -3.484 4.653 1.167
C -1.01228 2.10124 -0.18380 3.158 3.721 -1.719
H -1.57920 3.69232 -0.91618 3.431 -1.397 -1.738
N 0.04450 1.18465 0.06693 -2.890 0.781 1.371

Number 1: DFT total energy -322.18012 Eh. Number 2: DFT total energy -2793.78743 Eh. Number 3: DFT total energy -53167.74125 Eh. Number 4: DFT total energy -426.68465 Eh.